DFT (ωB97M-V with the def2-TZVPD basis set) results for a structure of composition C3H2CoFO2.

Last column: Mulliken charge in e.
Cartesian coordinates (Å):
F: -1.55 1.50 -0.14  -0.330
O: 0.30 -1.11 -0.41  -0.397
O: -1.97 -1.09 0.31  -0.454
C: 0.86 0.22 -0.66  -0.451
C: -0.20 0.85 0.18  0.372
C: -0.98 -0.43 0.15  0.486
H: 0.79 0.49 -1.72  0.463
H: 0.10 1.32 1.12  0.249
Co: 2.78 -0.57 0.07  0.062

energy above the lowest of the compared OMol25 structures with the same formula, charge and spin = 84.4 kJ/mol
max |F| = 6.1 eV/A
spin multiplicity = 5
frontier orbital gap (alpha / beta) = 7.585 / 7.700 eV
⟨S²⟩ = 6.0062
molar mass = 147.98 g mol⁻¹


DFT (ωB97M-V with the def2-TZVPD basis set) results for a structure of composition C3H2CoFO2.

Last column: Mulliken charge in e.
Cartesian coordinates (Å):
F: 2.48 1.42 -0.51  -0.177
H: -0.50 1.72 0.74  0.254
O: 0.15 -0.06 -0.18  -0.706
C: 0.27 1.22 0.10  -0.024
C: 1.41 1.91 0.23  -0.013
H: 1.68 2.59 1.03  0.325
Co: -0.75 -1.46 -0.20  0.930
O: -2.71 -4.10 -0.68  -0.052
C: -2.03 -3.23 -0.52  0.464

max |F| = 4.7 eV/A
spin multiplicity = 4
net charge = +1
frontier orbital gap (alpha / beta) = 9.744 / 6.747 eV
⟨S²⟩ = 3.7956
molar mass = 147.98 g mol⁻¹


DFT (ωB97M-V with the def2-TZVPD basis set) results for a structure of composition C3H2CoO3.

Last column: Mulliken charge in e.
Cartesian coordinates (Å):
O: 2.10 0.49 -0.11  -0.374
C: 2.66 -0.59 -0.20  0.133
H: 3.75 -0.65 -0.07  0.297
H: 2.08 -1.52 -0.37  0.249
O: -1.06 0.24 0.21  -0.377
Co: 0.43 1.22 -0.33  1.296
O: -2.24 0.88 0.13  0.137
C: -3.27 0.24 0.30  0.842
C: -4.46 -0.31 0.44  -0.205

energy above the lowest of the compared OMol25 structures with the same formula, charge and spin = 772.2 kJ/mol
max |F| = 2.6 eV/A
spin multiplicity = 4
net charge = +2
frontier orbital gap (alpha / beta) = 7.899 / 7.839 eV
⟨S²⟩ = 4.0274
molar mass = 144.98 g mol⁻¹


DFT (ωB97M-V with the def2-TZVPD basis set) results for a structure of composition C3H2CuO3.

Last column: Mulliken charge in e.
Cartesian coordinates (Å):
H: -0.38 0.20 1.53  0.372
O: -1.34 1.34 0.02  -0.659
C: -0.23 0.77 0.55  -0.383
C: 0.14 -0.49 -0.25  0.612
C: 1.36 -1.13 -0.01  0.444
O: -0.55 -0.83 -1.27  -0.489
O: 2.22 -1.83 0.30  -0.136
Cu: -1.86 0.51 -1.49  0.817
H: 0.64 1.44 0.62  0.420

energy above the lowest of the compared OMol25 structures with the same formula, charge and spin = 33.7 kJ/mol
max |F| = 3.3 eV/A
spin multiplicity = 3
net charge = +1
frontier orbital gap (alpha / beta) = 7.710 / 7.679 eV
⟨S²⟩ = 2.0110
molar mass = 149.59 g mol⁻¹